Formula: C3H11NO3
Source: the OMol25 dataset
Level of theory: ωB97M-V with the def2-TZVPD basis set

```
! RIJCOSX wB97M-V def2-TZVPD def2/J DEFGRID3
* xyz 0 1
C -0.58 -0.63 -2.27
C 0.57 -0.03 -1.68
N 0.48 0.99 -0.73
C -0.70 1.62 -0.25
O 1.75 -0.46 -1.79
H -0.45 -1.58 -2.67
H 1.20 -3.02 -0.16
H -1.38 0.06 -2.18
H 1.00 0.85 0.10
H -1.23 2.17 -0.98
H -0.43 2.34 0.52
H -1.30 0.93 0.32
H -1.60 -0.82 2.66
H 1.35 -2.87 -0.84
O -1.23 -0.21 2.07
H 1.59 0.02 3.06
H -0.05 0.11 2.34
O 1.01 0.51 2.47
*
```

Values from the calculation:
- Energy: -10914.175 eV
- HOMO-LUMO gap: 3.659 eV
- Relative energy (zero: lowest compared OMol25 entry of this formula, charge and spin): 852.0 kJ/mol
- HOMO energy: -0.3164 Ha
- Maximum force: 4.50 eV/A

Results of the Mulliken charge analysis, in e, for atoms 1 through 5: -0.31, 0.57, -0.08, -1.20, -0.55